This record from the Open Molecules 2025 dataset describes 5 unconnected molecules or ions with the total composition C48H102Cl2N3O18S. The level of theory is wB97M-V/def2-TZVPD.

Last column: Mulliken charge in e.
Cartesian coordinates (Å):
C (-1.07, -4.78, 1.27)  -0.89
C (-2.54, -4.88, 0.96)  -0.40
O (-3.19, -3.63, 1.16)  -0.44
C (-3.40, -2.89, -0.01)  -0.17
C (-3.94, -1.51, 0.34)  -1.32
C (-3.07, -0.41, -0.24)  -0.13
C (-3.22, -0.39, -1.73)  -0.14
C (-2.85, 0.86, -2.51)  -1.84
N (-1.44, 1.07, -2.97)  0.90
C (-1.30, 1.01, -4.43)  -2.74
C (-0.96, -0.38, -4.99)  1.71
O (-0.65, -0.13, -6.34)  -0.64
C (-2.20, -1.30, -4.89)  -0.98
C (-2.34, -2.41, -5.96)  0.80
C (-2.64, -3.74, -5.27)  -1.85
C (-3.50, -2.11, -6.88)  -1.93
C (0.26, -0.92, -4.21)  1.23
C (1.49, -0.09, -4.62)  -2.16
C (2.57, 0.10, -3.58)  0.12
C (3.89, 0.51, -4.20)  -1.08
C (5.03, 0.13, -3.28)  -1.18
S (6.34, 1.33, -3.29)  1.27
O (6.06, 2.29, -4.31)  -0.60
O (6.55, 1.74, -1.93)  -0.51
Cl (7.92, 0.23, -3.88)  -0.22
C (0.52, -2.37, -4.52)  -0.88
O (1.78, -2.75, -4.02)  -0.29
C (2.52, -3.54, -4.92)  -0.97
N (-0.09, -0.82, -2.77)  0.67
C (-0.47, 0.36, -2.29)  -2.46
N (0.04, 0.92, -1.19)  1.10
C (1.06, 0.28, -0.35)  -1.22
C (-0.47, 2.21, -0.74)  -0.81
C (0.17, 3.36, -1.49)  0.44
O (-0.46, 4.13, -2.31)  -0.52
Cl (1.91, 3.60, -1.17)  -0.02
H (-0.68, -3.84, 0.89)  0.15
H (-0.55, -5.58, 0.77)  0.34
H (-0.88, -4.85, 2.32)  0.30
H (-2.66, -5.19, -0.06)  0.32
H (-3.01, -5.60, 1.60)  0.38
H (-4.10, -3.42, -0.65)  0.35
H (-2.46, -2.79, -0.55)  0.09
H (-4.00, -1.40, 1.41)  0.53
H (-4.91, -1.41, -0.11)  0.41
H (-2.05, -0.62, 0.05)  0.15
H (-3.34, 0.56, 0.17)  0.41
H (-2.75, -1.26, -2.16)  -0.55
H (-4.28, -0.51, -1.91)  0.89
H (-3.45, 0.86, -3.40)  0.68
H (-3.16, 1.73, -1.94)  0.90
H (-0.56, 1.73, -4.74)  0.09
H (-2.22, 1.35, -4.87)  0.82
H (-0.14, -0.84, -6.70)  0.62
H (-3.05, -0.65, -5.00)  0.99
H (-2.27, -1.74, -3.92)  -0.40
H (-1.44, -2.53, -6.54)  0.20
H (-2.09, -3.85, -4.35)  0.32
H (-2.39, -4.58, -5.90)  0.40
H (-3.68, -3.77, -5.00)  0.46
H (-3.25, -1.41, -7.66)  0.39
H (-4.34, -1.75, -6.31)  0.40
H (-3.84, -3.02, -7.35)  0.50
H (1.21, 0.87, -5.00)  0.48
H (1.94, -0.61, -5.45)  0.90
H (2.28, 0.92, -2.94)  0.00
H (2.69, -0.78, -2.96)  0.48
H (4.00, 0.03, -5.16)  0.59
H (3.89, 1.57, -4.36)  0.69
H (4.69, 0.10, -2.26)  0.41
H (5.42, -0.84, -3.53)  0.61
H (0.48, -2.54, -5.59)  0.94
H (-0.23, -2.99, -4.05)  -0.11
H (3.37, -3.93, -4.40)  0.35
H (2.87, -2.95, -5.77)  0.30
H (1.93, -4.36, -5.30)  0.48
H (0.49, -1.39, -2.17)  0.78
H (1.68, -0.38, -0.92)  0.50
H (1.64, 1.05, 0.12)  0.42
H (0.57, -0.29, 0.43)  0.13
H (-0.26, 2.29, 0.32)  1.07
H (-1.53, 2.28, -0.86)  -0.08
C (-1.17, 5.52, 3.31)  -0.89
O (-0.52, 4.28, 3.48)  -0.17
C (0.76, 4.36, 4.10)  -0.12
C (1.00, 3.26, 5.09)  -0.35
O (0.26, 3.36, 6.29)  -0.46
C (-1.12, 3.07, 6.28)  -0.23
C (-1.44, 1.61, 6.12)  -0.51
O (-1.16, 1.16, 4.80)  -0.11
C (-0.52, -0.09, 4.77)  -0.70
H (-0.76, 6.08, 2.47)  0.30
H (-2.22, 5.32, 3.12)  0.24
H (-1.09, 6.14, 4.22)  0.37
H (0.89, 5.33, 4.60)  0.38
H (1.51, 4.29, 3.30)  0.03
H (2.05, 3.36, 5.40)  0.35
H (0.90, 2.27, 4.63)  0.08
H (-1.67, 3.68, 5.57)  0.12
H (-1.48, 3.37, 7.27)  0.26
H (-2.51, 1.46, 6.32)  0.27
H (-0.88, 1.03, 6.86)  0.34
H (0.29, -0.15, 5.50)  0.36
H (-0.10, -0.22, 3.77)  0.05
H (-1.22, -0.91, 4.96)  0.37
C (-3.90, 2.40, 14.03)  -0.78
O (-4.79, 2.26, 12.95)  -0.30
C (-5.66, 3.36, 12.75)  -0.53
C (-5.86, 3.68, 11.29)  -0.31
O (-4.73, 4.24, 10.63)  -0.45
C (-3.60, 3.45, 10.36)  -0.36
C (-3.77, 2.42, 9.27)  -0.28
O (-4.60, 1.35, 9.68)  -0.34
C (-5.51, 0.91, 8.70)  -0.77
H (-4.40, 2.23, 14.99)  0.32
H (-3.11, 1.66, 13.90)  0.23
H (-3.44, 3.40, 14.04)  0.36
H (-5.28, 4.25, 13.26)  0.34
H (-6.64, 3.11, 13.17)  0.38
H (-6.62, 4.45, 11.24)  0.40
H (-6.24, 2.81, 10.75)  0.10
H (-3.19, 3.00, 11.26)  0.14
H (-2.85, 4.16, 10.00)  0.38
H (-2.79, 2.00, 9.03)  0.22
H (-4.17, 2.91, 8.38)  0.34
H (-6.01, 1.75, 8.20)  0.35
H (-6.27, 0.30, 9.20)  0.28
H (-5.02, 0.28, 7.94)  0.28
C (5.74, 8.75, 3.11)  -0.79
O (6.22, 7.47, 2.79)  -0.30
C (6.11, 6.52, 3.83)  -0.55
C (5.70, 5.16, 3.31)  -0.35
O (4.37, 5.05, 2.85)  -0.34
C (4.00, 5.71, 1.65)  -0.15
C (4.57, 5.11, 0.39)  -0.44
O (5.96, 5.32, 0.23)  -0.37
C (6.62, 4.19, -0.32)  -0.81
H (6.44, 9.30, 3.74)  0.32
H (5.61, 9.29, 2.17)  0.24
H (4.77, 8.69, 3.61)  0.36
H (5.38, 6.85, 4.58)  0.32
H (7.08, 6.41, 4.32)  0.42
H (5.76, 4.47, 4.16)  0.40
H (6.42, 4.80, 2.57)  0.09
H (4.18, 6.78, 1.71)  0.10
H (2.92, 5.57, 1.58)  0.25
H (4.05, 5.60, -0.45)  0.51
H (4.33, 4.04, 0.37)  0.15
H (6.29, 3.27, 0.16)  0.32
H (7.69, 4.31, -0.15)  0.34
H (6.44, 4.14, -1.39)  0.33
C (-0.28, -9.95, -5.75)  -0.77
O (-0.36, -9.14, -6.90)  -0.29
C (-0.92, -7.86, -6.69)  -0.60
C (-0.21, -6.79, -7.47)  -0.11
O (1.09, -6.45, -7.01)  -0.27
C (2.15, -7.39, -7.19)  -0.34
C (2.60, -7.60, -8.61)  -0.62
O (1.65, -8.31, -9.37)  -0.30
C (1.48, -7.84, -10.69)  -0.79
H (-1.25, -10.39, -5.50)  0.32
H (0.42, -10.76, -5.98)  0.24
H (0.10, -9.39, -4.89)  0.34
H (-0.91, -7.61, -5.62)  0.32
H (-1.97, -7.88, -7.02)  0.40
H (-0.79, -5.87, -7.33)  0.14
H (-0.22, -7.01, -8.54)  0.12
H (1.94, -8.34, -6.70)  0.16
H (3.00, -6.94, -6.66)  0.38
H (3.53, -8.18, -8.58)  0.41
H (2.82, -6.63, -9.07)  0.33
H (1.41, -6.75, -10.72)  0.36
H (0.55, -8.26, -11.07)  0.24
H (2.30, -8.17, -11.35)  0.32

Frontier orbital gap   7.13 eV
Charge   +1
HOMO   -10.18 eV
Total energy   -4726.711832 a.u.